(1)
Density functional theory data (ωB97M-V/def2-TZVPD) for C51H46F5N2NiO2P2 as an isolated structure.

Geometry as ORCA input:
```
! RIJCOSX wB97M-V def2-TZVPD def2/J DEFGRID3
* xyz 1 1
Ni -0.041 -1.304 0.519
C -3.155 -1.527 2.874
C -3.089 -2.851 2.166
C -4.234 -3.610 1.942
C -4.160 -4.828 1.288
C -2.934 -5.327 0.875
C -1.764 -4.608 1.084
C -0.426 -5.184 0.719
C -1.882 -3.363 1.700
N -0.707 -2.536 1.845
C -0.010 -2.660 2.912
C -0.265 -3.625 4.019
C 1.165 -1.741 2.986
C 1.983 -1.681 4.233
N 1.342 -1.049 1.927
C 2.428 -0.114 1.872
C 3.607 -0.518 1.252
C 3.722 -1.892 0.655
C 4.659 0.391 1.208
C 4.524 1.660 1.746
C 3.341 2.029 2.370
C 2.273 1.142 2.462
C 1.046 1.478 3.263
H -4.177 -1.150 2.875
H -2.522 -0.779 2.394
H -2.841 -1.622 3.918
H -5.191 -3.227 2.272
H -5.062 -5.399 1.109
H -2.877 -6.292 0.385
H -0.527 -5.921 -0.077
H 0.019 -5.693 1.580
H 0.278 -4.424 0.391
H -1.028 -4.349 3.748
H -0.593 -3.091 4.914
H 0.658 -4.146 4.275
H 1.332 -1.455 5.080
H 2.761 -0.926 4.164
H 2.445 -2.648 4.437
H 2.837 -2.141 0.067
H 3.828 -2.657 1.429
H 4.597 -1.958 0.010
H 5.585 0.100 0.728
H 5.347 2.361 1.688
H 3.249 3.011 2.820
H 1.022 2.539 3.507
H 1.051 0.939 4.214
H 0.123 1.212 2.746
O 1.027 -0.447 -0.882
P 1.339 0.881 -1.521
C 0.807 2.316 -0.546
P -0.901 2.156 0.079
O -1.054 0.819 0.726
C -1.177 3.559 1.168
C -2.495 3.822 1.545
C -2.772 4.836 2.446
C -1.736 5.598 2.972
C -0.425 5.349 2.596
C -0.146 4.328 1.699
C -1.953 2.480 -1.343
C -2.499 1.424 -2.061
C -3.253 1.670 -3.199
C -3.458 2.973 -3.625
C -2.905 4.034 -2.919
C -2.155 3.791 -1.781
C 3.101 1.065 -1.778
C 3.844 -0.080 -2.049
C 5.182 0.031 -2.392
C 5.784 1.280 -2.451
C 5.046 2.424 -2.177
C 3.704 2.319 -1.853
C 0.602 0.995 -3.154
C 0.251 -0.196 -3.784
C -0.288 -0.172 -5.062
C -0.469 1.037 -5.714
C -0.102 2.227 -5.096
C 0.439 2.207 -3.822
H 0.895 3.230 -1.138
H 1.503 2.372 0.296
H -3.305 3.233 1.131
H -3.795 5.035 2.734
H -1.956 6.393 3.673
H 0.378 5.951 2.999
H 0.882 4.153 1.403
H -2.315 0.413 -1.740
H -3.677 0.841 -3.751
H -4.052 3.164 -4.509
H -3.068 5.052 -3.251
H -1.743 4.626 -1.225
H 3.367 -1.051 -2.004
H 5.757 -0.859 -2.614
H 6.829 1.363 -2.717
H 5.516 3.398 -2.227
H 3.136 3.220 -1.656
H 0.403 -1.135 -3.272
H -0.563 -1.101 -5.545
H -0.892 1.056 -6.710
H -0.241 3.170 -5.608
H 0.718 3.145 -3.357
F 0.556 -2.974 -1.921
C -0.771 -2.725 -1.817
C -1.259 -1.966 -0.768
C -2.633 -1.799 -0.762
F -3.232 -1.074 0.198
C -3.473 -2.343 -1.722
F -4.789 -2.144 -1.669
C -2.934 -3.082 -2.759
F -3.721 -3.598 -3.698
C -1.565 -3.277 -2.807
F -1.030 -3.986 -3.803
*
```

Here are the Mulliken charges for atoms 1 to 5, given in e: atom 1 (Ni): -0.330, atom 2 (C): -1.325, atom 3 (C): 1.040, atom 4 (C): -0.875, atom 5 (C): -1.143

(2)
Density functional theory data (ωB97M-V/def2-TZVPD) for a 7-piece molecular cluster, C51H49F11NO2P overall.

Computed properties:
- SMILES string = CC(C)CC1=C([PH2]=N)C(=O)C=C(CCCC(F)(F)C(F)(F)F)C1=O.Fc1ccccc1.Fc1ccccc1.Fc1ccccc1.Fc1ccccc1.Fc1ccccc1.Fc1ccccc1

Geometry as ORCA input:
```
! RIJCOSX wB97M-V def2-TZVPD def2/J DEFGRID3
* xyz 0 1
C 9.162 -2.094 -0.284
C 7.693 -1.772 -0.554
C 6.816 -3.023 -0.446
C 7.182 -0.685 0.426
C 6.135 0.227 -0.161
C 6.335 1.099 -1.155
P 7.942 1.434 -1.943
N 8.049 1.190 -3.477
C 5.222 1.938 -1.668
O 5.423 2.817 -2.472
C 3.862 1.704 -1.141
C 3.611 0.844 -0.165
C 2.253 0.625 0.428
C 1.776 -0.846 0.420
C 0.349 -1.040 -0.092
C 0.200 -0.871 -1.583
F 0.965 -1.772 -2.242
F 0.589 0.356 -2.015
C -1.237 -1.054 -2.090
F -1.306 -0.924 -3.421
F -2.040 -0.133 -1.519
F -1.698 -2.277 -1.760
C 4.746 0.075 0.424
O 4.556 -0.655 1.364
H 9.827 -1.349 -0.725
H 9.363 -2.108 0.792
H 9.432 -3.075 -0.676
H 7.598 -1.392 -1.577
H 6.668 -3.303 0.600
H 5.832 -2.873 -0.897
H 7.288 -3.868 -0.952
H 8.008 -0.096 0.833
H 6.718 -1.188 1.273
H 8.753 0.594 -1.171
H 8.219 2.702 -1.407
H 8.239 2.036 -3.999
H 3.082 2.311 -1.590
H 2.264 0.996 1.457
H 1.552 1.254 -0.120
H 2.456 -1.482 -0.148
H 1.800 -1.221 1.442
H -0.349 -0.378 0.424
H 0.030 -2.064 0.117
F 1.224 1.791 -9.263
C 0.488 0.871 -8.604
C -0.233 -0.049 -9.339
C -0.988 -0.991 -8.654
C -1.012 -1.000 -7.267
C -0.277 -0.061 -6.556
C 0.485 0.887 -7.224
H -0.198 -0.019 -10.419
H -1.558 -1.723 -9.212
H -1.603 -1.737 -6.739
H -0.295 -0.064 -5.475
H 1.070 1.626 -6.694
F -2.041 -1.309 2.041
C -3.371 -1.383 1.776
C -4.233 -0.619 2.531
C -5.590 -0.682 2.243
C -6.051 -1.505 1.224
C -5.154 -2.261 0.481
C -3.795 -2.201 0.752
H -3.849 0.011 3.320
H -6.284 -0.085 2.819
H -7.110 -1.559 1.007
H -5.515 -2.901 -0.314
H -3.072 -2.770 0.186
F -1.922 3.213 4.637
C -2.256 3.472 3.355
C -2.542 4.772 2.992
C -2.886 5.025 1.671
C -2.942 3.991 0.745
C -2.649 2.694 1.142
C -2.300 2.424 2.458
H -2.495 5.560 3.731
H -3.113 6.038 1.366
H -3.214 4.197 -0.281
H -2.696 1.881 0.427
H -2.057 1.423 2.785
F 9.104 4.792 -0.952
C 8.669 6.030 -1.285
C 7.506 6.497 -0.708
C 7.066 7.766 -1.058
C 7.783 8.534 -1.964
C 8.949 8.032 -2.527
C 9.405 6.766 -2.189
H 6.964 5.877 -0.007
H 6.156 8.153 -0.618
H 7.433 9.521 -2.234
H 9.508 8.627 -3.237
H 10.310 6.352 -2.612
F -7.522 -4.477 0.755
C -7.043 -5.073 1.871
C -7.060 -4.368 3.057
C -6.562 -4.986 4.195
C -6.063 -6.281 4.132
C -6.063 -6.963 2.924
C -6.556 -6.360 1.775
H -7.440 -3.358 3.081
H -6.559 -4.444 5.131
H -5.673 -6.755 5.023
H -5.673 -7.971 2.869
H -6.566 -6.871 0.822
F -7.707 -1.830 4.969
C -9.003 -2.028 5.305
C -9.327 -3.103 6.107
C -10.660 -3.294 6.442
C -11.636 -2.425 5.975
C -11.278 -1.354 5.168
C -9.949 -1.145 4.825
H -8.553 -3.771 6.456
H -10.934 -4.131 7.071
H -12.673 -2.582 6.239
H -12.035 -0.674 4.800
H -9.645 -0.316 4.201
*
```

Here are the Mulliken charges for atoms 1 to 5, given in e: atom 1 (C): -1.486, atom 2 (C): 1.093, atom 3 (C): -1.601, atom 4 (C): -1.848, atom 5 (C): 0.211

(3)
Density functional theory data (ωB97M-V/def2-TZVPD) for C51H50AsBaGeN3O6S2 as an isolated structure in a non-equilibrium geometry.

Computed properties:
- energy above the lowest of the compared OMol25 structures with the same formula, charge and spin (eV) = 2.256

Geometry as ORCA input:
```
! RIJCOSX wB97M-V def2-TZVPD def2/J DEFGRID3
* xyz 0 1
Ba -0.471 -0.555 -0.395
C 2.193 -2.364 -5.634
C 2.659 -1.058 -5.744
C 2.328 -0.119 -4.786
C 1.532 -0.487 -3.702
C 1.076 -1.794 -3.586
C 1.400 -2.729 -4.556
N 1.160 0.422 -2.667
N 1.400 1.603 -2.923
C 0.987 2.559 -1.953
C 1.325 3.866 -2.273
C 0.918 4.888 -1.434
C 0.183 4.565 -0.309
C -0.094 3.226 -0.061
N 0.300 2.235 -0.852
H 2.451 -3.096 -6.389
H 3.281 -0.773 -6.582
H 2.674 0.903 -4.863
H 0.457 -2.102 -2.754
H 1.031 -3.741 -4.464
H 1.878 4.050 -3.183
H 1.160 5.917 -1.661
H -0.179 5.327 0.368
H -0.667 2.937 0.813
O -1.818 -4.746 0.759
S -0.906 -3.671 0.508
O -0.760 -3.280 -0.899
O -1.088 -2.458 1.328
C 0.689 -4.252 1.185
C 0.711 -5.611 1.459
C 1.720 -6.202 2.205
C 2.723 -5.416 2.733
C 2.742 -4.058 2.450
C 1.755 -3.465 1.670
S 2.108 -1.772 1.179
O 1.365 -0.745 1.870
O 3.590 -1.645 1.506
O 1.939 -1.743 -0.260
H -0.125 -6.201 1.110
H 1.695 -7.267 2.393
H 3.504 -5.842 3.348
H 3.555 -3.458 2.826
C -5.378 4.428 2.754
C -4.916 4.086 1.490
C -4.030 3.030 1.338
C -3.616 2.302 2.451
C -4.078 2.645 3.716
C -4.958 3.710 3.863
As -2.381 0.837 2.124
C -2.302 -0.077 3.819
C -1.503 0.237 4.907
C -1.519 -0.583 6.028
C -2.316 -1.721 6.039
C -3.100 -2.048 4.943
C -3.104 -1.226 3.823
C -3.862 -1.464 2.575
C -4.722 -2.525 2.336
C -5.328 -2.655 1.093
C -5.082 -1.733 0.085
C -4.229 -0.658 0.316
C -3.632 -0.532 1.559
H -6.069 5.253 2.873
H -5.246 4.641 0.621
H -3.670 2.764 0.348
H -3.763 2.077 4.582
H -5.321 3.974 4.849
H -0.868 1.115 4.885
H -0.903 -0.342 6.885
H -2.318 -2.366 6.909
H -3.700 -2.949 4.961
H -4.911 -3.267 3.102
H -5.985 -3.493 0.905
H -5.536 -1.854 -0.890
H -4.008 0.036 -0.489
C 5.496 1.024 -2.824
C 5.639 1.060 -1.308
C 5.764 -0.338 -0.713
C 6.026 -0.354 0.796
Ge 4.455 -0.015 1.885
C 3.315 1.484 1.424
C 4.066 2.802 1.628
C 3.266 3.994 1.112
C 3.976 5.322 1.333
H 5.391 2.027 -3.240
H 4.615 0.446 -3.113
H 6.366 0.556 -3.288
H 4.775 1.578 -0.879
H 6.519 1.648 -1.028
H 6.587 -0.851 -1.219
H 4.865 -0.920 -0.944
H 6.811 0.359 1.065
H 6.375 -1.338 1.119
H 4.713 -0.134 3.393
H 2.416 1.439 2.037
H 2.997 1.380 0.382
H 5.032 2.780 1.112
H 4.288 2.946 2.691
H 2.288 4.005 1.603
H 3.066 3.848 0.045
H 4.117 5.519 2.398
H 3.407 6.152 0.914
H 4.961 5.321 0.862
C -2.298 0.563 -2.381
C -3.074 -0.011 -3.142
C -4.024 -0.670 -3.992
C -5.173 -0.010 -4.439
C -6.096 -0.660 -5.243
C -5.895 -1.982 -5.618
C -4.758 -2.649 -5.178
C -3.833 -2.003 -4.375
H -5.328 1.019 -4.145
H -6.980 -0.132 -5.579
H -6.618 -2.488 -6.244
H -4.593 -3.681 -5.461
H -2.951 -2.523 -4.024
*
```

Here are the Mulliken charges for atoms 1 to 5, given in e: atom 1 (Ba): 0.792, atom 2 (C): -0.432, atom 3 (C): -0.694, atom 4 (C): -0.436, atom 5 (C): -0.256

(4)
Density functional theory data (ωB97M-V/def2-TZVPD) for C51H51CuGeNO2Si2Te as an isolated structure in a non-equilibrium geometry.

Geometry as ORCA input:
```
! RIJCOSX wB97M-V def2-TZVPD def2/J DEFGRID3
* xyz -1 1
Cu -2.117 -0.008 -1.276
C -4.100 -1.870 5.087
C -3.275 -1.485 3.831
C -2.376 -0.409 3.923
C -1.554 -0.002 2.898
C -0.337 0.858 3.185
O 0.152 1.578 2.280
C 0.351 0.678 4.577
C 1.208 1.658 5.051
C 2.055 1.471 6.157
C 1.766 0.398 7.012
C 0.941 -0.596 6.541
C 0.314 -0.517 5.291
C -1.758 -0.583 1.589
O -1.177 -0.006 0.596
C -2.629 -1.712 1.449
C -3.455 -2.017 2.555
C -2.607 -2.440 0.176
N -2.054 -1.924 -0.903
C -1.502 -2.679 -2.017
C -0.429 -3.672 -1.511
Te 1.634 -3.043 -1.636
C 2.302 -4.305 0.122
C 2.285 -3.832 1.430
C 2.923 -4.545 2.450
C 3.467 -5.817 2.167
C 3.361 -6.387 0.903
C 2.714 -5.642 -0.136
C -3.105 -3.814 0.318
C -3.814 -4.370 -0.737
C -4.339 -5.660 -0.642
C -4.213 -6.373 0.539
C -3.567 -5.790 1.652
C -2.952 -4.548 1.548
H -3.373 -1.856 5.885
H -4.585 -2.895 5.046
H -4.840 -1.077 5.374
H -2.306 0.125 4.932
H 1.243 2.621 4.553
H 2.813 2.267 6.352
H 2.348 0.254 7.949
H 0.736 -1.413 7.157
H -0.202 -1.437 4.905
H -4.294 -2.736 2.461
H -1.025 -1.947 -2.685
H -2.284 -3.193 -2.618
H -0.387 -4.627 -2.023
H -0.563 -3.870 -0.467
H 1.849 -2.861 1.660
H 3.064 -4.109 3.438
H 4.037 -6.307 2.942
H 3.896 -7.282 0.653
H 2.652 -6.028 -1.114
H -4.114 -3.841 -1.649
H -4.601 -6.213 -1.520
H -4.634 -7.403 0.646
H -3.485 -6.277 2.631
H -2.374 -4.116 2.400
C -1.632 -0.129 -5.988
Si -0.766 0.967 -4.790
C 0.985 1.317 -5.337
C -1.774 2.520 -4.539
C -1.514 3.499 -5.471
C -1.875 4.863 -5.285
C -2.714 5.173 -4.252
C -3.160 4.160 -3.392
C -2.626 2.872 -3.431
Si -3.261 1.758 -2.062
C -5.073 1.289 -2.772
C -3.613 2.971 -0.747
H -1.414 -1.181 -5.637
H -1.002 0.116 -6.897
H -2.688 -0.133 -6.187
H 1.207 2.037 -6.127
H 1.380 0.373 -5.726
H 1.518 1.567 -4.421
H -1.089 3.244 -6.450
H -1.402 5.557 -5.982
H -3.013 6.193 -4.016
H -3.899 4.417 -2.617
H -5.636 2.221 -2.777
H -5.571 0.606 -2.140
H -4.832 0.954 -3.772
H -4.546 3.415 -1.123
H -2.892 3.754 -0.598
H -3.824 2.438 0.175
Ge 3.751 1.571 -0.898
C 4.281 2.436 0.824
C 3.448 2.293 2.003
C 3.804 2.829 3.230
C 5.000 3.605 3.340
C 5.756 3.791 2.209
C 5.447 3.162 0.985
C 4.410 3.070 -2.064
C 4.113 4.388 -1.572
C 4.739 5.490 -2.178
C 5.696 5.312 -3.221
C 5.907 4.046 -3.743
C 5.279 2.940 -3.144
H -0.691 0.603 -3.369
H 2.440 1.827 1.916
H 3.174 2.512 4.063
H 5.277 4.168 4.261
H 6.656 4.391 2.251
H 6.063 3.327 0.114
H 3.566 4.542 -0.644
H 4.527 6.504 -1.853
H 6.140 6.232 -3.588
H 6.671 3.847 -4.498
H 5.584 1.900 -3.438
*
```

Here are the Mulliken charges for atoms 1 to 5, given in e: atom 1 (Cu): 0.221, atom 2 (C): -1.447, atom 3 (C): 0.468, atom 4 (C): -0.391, atom 5 (C): 0.753

no.,energy (eV)
1,-133915.7454
2,-98447.2603
3,-210173.0041
4,-183500.3593